Entry 1:
The following is a DFT calculation (the ωB97M-V functional and the def2-TZVPD basis) of a cluster of 5 separate species, C2H14N2O4 in total.

Bonds (Å) are listed after each position.
Element x y z (Å)
1 N -3.10 0.91 0.93  C2 1.413, H5 1.010, H6 1.005
2 C -1.72 1.16 0.72  N1 1.413, C3 1.330, H7 1.085
3 C -1.34 1.72 -0.43  C2 1.330, N4 1.439, H8 1.084
4 N 0.03 2.04 -0.71  C3 1.439, H9 1.014, H10 1.008
5 H -3.67 1.65 0.55  N1 1.010
6 H -3.45 0.71 1.85  N1 1.005
7 H -1.00 0.83 1.45  C2 1.085
8 H -1.97 2.04 -1.25  C3 1.084
9 H 0.34 1.52 -1.52  N4 1.014
10 H 0.63 1.90 0.08  N4 1.008
11 O 2.91 -0.46 -1.86  H12 0.957, H13 0.976
12 H 2.57 0.41 -1.65  O11 0.957
13 H 2.44 -1.09 -1.28  O11 0.976
14 O 0.79 0.65 2.53  H15 0.966, H16 0.954
15 H 1.26 1.08 3.26  O14 0.966
16 H 1.34 -0.09 2.27  O14 0.954
17 O 2.15 -2.43 0.05  H18 0.959, H19 0.940
18 H 3.00 -2.73 -0.29  O17 0.959
19 H 2.34 -2.25 0.95  O17 0.940
20 O -1.09 -2.79 -2.12  H21 0.938, H22 0.963
21 H -1.49 -2.94 -1.29  O20 0.938
22 H -0.95 -1.85 -2.23  O20 0.963

Summary:
energy above the lowest of the compared OMol25 structures with the same formula, charge and spin	36.75	kcal/mol
2S+1	1
SMILES string	N/C=C/N.O.O.O.O
HOMO level	-7.331	eV
E_tot	-13470.27138	eV

---

Entry 2:
The following is a DFT calculation (the ωB97M-V functional and the def2-TZVPD basis) of an isolated molecule of C18H19NO3S2.

Bonds (Å) are listed after each position.
Element x y z (Å)
1 O 1.95 -1.09 -2.06  C2 1.216
2 C 1.17 -0.65 -1.24  O1 1.216, C3 1.487, N11 1.363
3 C 1.57 -0.38 0.16  C2 1.487, C4 1.332, H25 1.080
4 C 1.23 -1.15 1.19  C3 1.332, C5 1.456, H26 1.084
5 C 1.63 -0.95 2.58  C4 1.456, C6 1.396, C10 1.396
6 C 2.18 0.24 3.04  C5 1.396, C7 1.381, H27 1.079
7 C 2.53 0.40 4.36  C6 1.381, C8 1.386, H28 1.080
8 C 2.33 -0.64 5.26  C7 1.386, C9 1.385, H29 1.080
9 C 1.78 -1.83 4.82  C8 1.385, C10 1.382, H30 1.080
10 C 1.42 -1.98 3.50  C5 1.396, C9 1.382, H31 1.081
11 N -0.13 -0.37 -1.56  C2 1.363, C12 1.455, C18 1.451
12 C -1.06 0.20 -0.60  N11 1.455, C13 1.495, H32 1.096, H33 1.096
13 C -0.53 1.43 0.06  C12 1.495, C14 1.361, S17 1.735
14 C -0.56 1.75 1.38  C13 1.361, C15 1.413, H34 1.075
15 C 0.02 3.02 1.66  C14 1.413, C16 1.355, H35 1.075
16 C 0.48 3.63 0.54  C15 1.355, S17 1.720, H36 1.072
17 S 0.21 2.69 -0.87  C13 1.735, C16 1.720
18 C -0.57 -0.63 -2.91  N11 1.451, C19 1.554, C24 1.528, H37 1.097
19 C -1.66 -1.74 -2.93  C18 1.554, C20 1.511, H38 1.091, H39 1.090
20 C -2.66 -1.46 -4.03  C19 1.511, S21 1.817, H40 1.084, H41 1.085
21 S -2.87 0.33 -3.82  C20 1.817, O22 1.440, O23 1.434, C24 1.817
22 O -3.56 0.58 -2.58  S21 1.440
23 O -3.38 0.97 -5.00  S21 1.434
24 C -1.10 0.63 -3.60  C18 1.528, S21 1.817, H42 1.085, H43 1.085
25 H 2.27 0.44 0.28  C3 1.080
26 H 0.59 -2.01 1.01  C4 1.084
27 H 2.33 1.06 2.35  C6 1.079
28 H 2.95 1.33 4.70  C7 1.080
29 H 2.60 -0.52 6.30  C8 1.080
30 H 1.62 -2.64 5.52  C9 1.080
31 H 0.99 -2.92 3.16  C10 1.081
32 H -1.30 -0.53 0.19  C12 1.096
33 H -1.99 0.44 -1.13  C12 1.096
34 H -0.96 1.11 2.14  C14 1.075
35 H 0.09 3.43 2.65  C15 1.075
36 H 0.96 4.59 0.45  C16 1.072
37 H 0.32 -0.99 -3.43  C18 1.097
38 H -2.19 -1.73 -1.98  C19 1.091
39 H -1.18 -2.72 -3.04  C19 1.090
40 H -3.60 -1.98 -3.89  C20 1.084
41 H -2.27 -1.63 -5.03  C20 1.085
42 H -0.69 0.76 -4.60  C24 1.085
43 H -0.93 1.53 -3.02  C24 1.085

Summary:
energy above the lowest of the compared OMol25 structures with the same formula, charge and spin	25.54	kcal/mol
2S+1	1
SMILES string	O=C(/C=C/c1ccccc1)N(Cc1cccs1)[C@H]1CCS(=O)(=O)C1
HOMO level	-8.579	eV
E_tot	-48276.72401	eV

---

Which value of 2S+1 does entry 2 give?
1